Here is a molecular structure, C43H31Cl2N7O2Ti from the Open Molecules 2025 dataset. Energies are from ωB97M-V/def2-TZVPD.

Structure (XYZ):
```
86
Properties=species:S:1:pos:R:3
Ti 10.19645 9.71743 8.75468
C 15.08511 10.85721 10.85370
C 14.63012 11.89448 9.95277
C 13.26454 12.02122 9.76049
C 12.32695 11.12069 10.35834
C 12.84447 10.01461 11.08519
C 14.21190 9.90214 11.32844
N 10.94957 11.09395 10.03727
C 10.05642 12.13814 10.43809
C 10.34579 13.16506 11.31887
C 9.32331 13.96136 11.84312
C 8.03468 13.86756 11.28672
C 7.72763 12.89932 10.34019
C 8.70568 12.06557 9.87734
N 8.50246 10.98270 9.02016
N 7.26486 10.87077 8.55487
C 7.11773 9.75258 7.85541
C 5.83742 9.38421 7.36076
C 5.72097 8.15157 6.75222
C 6.83217 7.30368 6.62287
C 8.05759 7.75650 7.03907
N 8.24533 8.93950 7.69589
H 16.13936 10.95479 11.12372
H 15.32766 12.57264 9.48447
H 12.89504 12.80714 9.08304
H 12.15683 9.28651 11.47372
H 14.45380 9.09472 11.98675
H 11.39362 13.30154 11.54188
H 9.47842 14.71296 12.57476
H 7.20243 14.55344 11.56859
H 6.74865 12.80687 9.88714
H 5.01655 10.02108 7.58170
H 4.80619 7.89889 6.20286
H 6.80964 6.36024 6.08167
H 8.98664 7.15048 6.97039
C 14.11201 7.76232 7.69172
C 12.91191 8.03599 8.23476
N 12.20024 9.14631 7.94068
C 12.66847 10.03134 7.02069
C 13.93314 9.80030 6.35782
C 14.65341 8.68618 6.78351
C 14.38181 10.73294 5.44229
C 13.56110 11.72095 4.93766
C 12.23278 11.87073 5.39400
C 11.24665 12.73110 4.89582
C 10.02488 12.92884 5.46263
C 9.74801 12.18960 6.67896
N 10.56615 11.17491 7.04699
C 11.85230 11.11521 6.57591
H 14.64928 6.81571 7.83193
H 12.43937 7.34247 8.88050
H 15.66563 8.56816 6.40672
H 15.37866 10.73251 5.08112
H 13.87090 12.27927 4.06886
H 11.56567 13.21707 3.96127
H 9.24261 13.56315 5.02764
H 8.73921 12.25961 7.15715
Cl 9.58378 8.33268 14.63853
C 7.91375 7.94179 14.68250
C 7.02089 8.90275 15.09657
C 5.63118 8.62760 14.99428
C 5.11718 7.42834 14.61420
C 6.05008 6.50564 14.07516
Cl 5.36016 5.02704 13.40961
C 7.43729 6.70894 14.04512
N 8.24108 5.68456 13.55301
C 9.62899 5.65746 13.28732
C 10.56410 5.33592 14.29828
C 11.89884 5.12860 13.94112
C 12.45073 5.55024 12.75125
C 11.53880 6.00671 11.79454
C 10.16885 6.04304 12.01109
C 9.24785 6.43533 10.85419
C 9.71445 7.69547 10.14488
O 10.38039 7.61050 9.08643
O 9.42431 8.85246 10.57039
H 7.46489 9.84045 15.42592
H 4.95046 9.44825 15.33616
H 4.04369 7.22510 14.68915
H 7.67359 4.82801 13.52989
H 10.32702 5.34479 15.38893
H 12.54388 4.70147 14.66613
H 13.51587 5.41024 12.49447
H 11.97162 6.38038 10.88345
H 8.17111 6.54480 11.15687
H 9.29871 5.65122 10.09387
```

Calculated values
* E_LUMO (spin up / spin down): -4.091 / -4.009 eV
* total charge: +1
* spin multiplicity: 2
* expectation value of S²: 0.77
* frontier orbital gap (spin up / spin down): 0.1867 / 0.2121 Eh
* max |F|: 3.49 eV/A
* E: -3960.73042 Ha